86
Properties=species:S:1:pos:R:3 method="wB97M-V/def2-TZVPD" multiplicity=6 homo_ev="-7.1 / -8.1" de_lowest_ev=4.843 total_energy_ev=-130921.629
Fe 1.104 -0.086 0.867
C -2.030 1.260 -6.443
O -1.823 1.381 -5.047
C -2.916 1.584 -4.259
C -4.197 1.801 -4.727
C -5.245 1.980 -3.826
C -5.002 1.923 -2.470
C -3.713 1.699 -1.992
C -2.655 1.547 -2.875
N -1.316 1.307 -2.527
C -0.751 1.244 -1.275
N -1.211 2.134 -0.394
C -0.803 2.375 0.932
C 0.181 1.689 1.651
C 0.396 2.201 2.949
C -0.302 3.261 3.489
C -1.288 3.909 2.758
C -1.530 3.457 1.485
O -2.461 4.022 0.643
C -3.379 4.942 1.207
N 0.229 0.432 -1.002
C 0.471 -0.585 -1.980
C -0.545 -1.538 -2.223
C -0.333 -2.679 -3.023
C 0.914 -2.977 -3.462
C 2.063 -2.142 -3.018
C 1.696 -0.769 -2.564
O 2.753 0.048 -2.626
C 2.709 1.380 -2.128
H -1.062 1.020 -6.872
H -2.395 2.198 -6.868
H -2.737 0.457 -6.666
H -4.389 1.834 -5.790
H -6.245 2.154 -4.199
H -5.813 2.042 -1.764
H -3.554 1.624 -0.926
H -0.791 0.835 -3.250
H -1.852 2.826 -0.750
H 1.137 1.766 3.595
H -0.076 3.588 4.496
H -1.838 4.740 3.175
H -4.116 5.147 0.436
H -2.883 5.875 1.485
H -3.867 4.513 2.084
H -1.505 -1.394 -1.743
H -1.171 -3.323 -3.259
H 1.123 -3.859 -4.052
H 2.847 -2.088 -3.774
H 3.624 1.847 -2.481
H 2.698 1.393 -1.039
H 1.841 1.917 -2.515
C -2.248 -2.839 2.190
C -1.785 -3.196 3.449
C -0.664 -2.574 3.962
C -0.022 -1.599 3.202
N -0.474 -1.262 1.989
C -1.550 -1.870 1.497
C 1.208 -0.898 3.628
C 1.687 -0.952 4.938
C 2.833 -0.264 5.290
C 3.527 0.467 4.330
C 3.058 0.524 3.028
C 1.888 -0.138 2.682
H -3.112 -3.312 1.747
H -2.288 -3.966 4.020
H -0.270 -2.861 4.926
H -1.856 -1.563 0.504
H 1.155 -1.519 5.693
H 3.193 -0.302 6.310
H 4.436 0.990 4.600
H 3.602 1.097 2.288
F 1.521 -4.293 2.242
C 1.375 -4.720 0.996
F 2.043 -5.854 0.828
F 0.079 -4.937 0.763
S 2.028 -3.297 -0.444
O 1.061 -2.263 0.022
O 2.775 -2.717 -1.881
N 3.422 -3.245 0.342
S 4.188 -1.867 0.345
O 5.287 -1.714 -0.554
O 3.276 -0.723 0.449
C 4.993 -2.035 1.992
F 4.116 -2.260 2.962
F 5.862 -3.043 1.965
F 5.660 -0.907 2.257


56
Properties=species:S:1:pos:R:3 method="wB97M-V/def2-TZVPD" smiles="CCCCCCCc1ccc2c(c1)Nc1ccccc1S2.O=C1CCCO1" homo_ev=-7.2 total_energy_ev=-40722.798
C 0.636 -5.016 0.852
C 2.225 -4.763 0.406
C 2.601 -3.159 0.602
C 4.176 -2.811 0.285
C 4.585 -1.230 0.624
C 3.232 -0.354 0.924
C 3.535 1.273 1.164
C 2.097 1.877 1.769
C 1.933 2.529 3.268
C 0.464 3.072 3.845
C -0.807 2.910 2.806
C -0.649 2.292 1.259
C 0.811 1.761 0.706
N -1.845 2.208 0.338
C -3.030 1.510 0.966
C -3.743 0.294 0.089
C -5.040 -0.441 0.802
C -5.594 0.017 2.310
C -4.897 1.268 3.167
C -3.606 1.991 2.461
S -2.597 3.406 3.256
H 0.341 -6.142 0.590
H 0.477 -4.924 2.024
H -0.101 -4.290 0.304
H 2.877 -5.464 1.083
H 2.288 -5.072 -0.745
H 1.855 -2.570 -0.117
H 2.268 -2.889 1.709
H 4.853 -3.554 0.919
H 4.337 -3.021 -0.874
H 5.355 -1.270 1.507
H 5.045 -0.800 -0.384
H 2.450 -0.403 0.025
H 2.644 -0.690 1.904
H 3.769 1.714 0.106
H 4.394 1.382 1.951
H 2.852 2.639 4.003
H 0.331 3.521 4.937
H 0.967 1.281 -0.376
H -1.609 1.846 -0.611
H -3.310 0.031 -0.967
H -5.542 -1.327 0.178
H -6.505 -0.590 2.740
H -5.258 1.620 4.225
O -0.036 1.352 -2.589
C -0.845 1.430 -3.499
C -0.592 2.064 -4.833
C -1.990 2.226 -5.376
C -2.730 1.087 -4.726
O -2.105 0.907 -3.457
H 0.006 1.384 -5.446
H -0.091 3.029 -4.723
H -2.040 2.206 -6.468
H -2.407 3.182 -5.036
H -2.641 0.155 -5.295
H -3.790 1.316 -4.586


61
Properties=species:S:1:pos:R:3 method="wB97M-V/def2-TZVPD" charge=+1 homo_ev=-12.0 total_energy_ev=-367356.459
C -5.377 0.039 0.704
C -4.153 0.534 -0.073
B -3.017 1.052 0.833
O -3.141 1.507 2.095
N -1.595 1.120 0.205
Cl -1.554 1.705 -1.386
C -0.495 0.723 0.797
N -0.631 0.311 2.097
P 0.654 -0.613 2.859
N 1.685 0.225 3.650
N 0.777 0.685 0.217
P 0.997 -0.502 -1.049
O 0.307 -1.750 -0.719
P 1.632 2.177 0.009
O 3.002 2.102 0.467
O 0.708 3.206 0.780
O 1.470 2.471 -1.536
H -6.198 -0.130 0.015
H -5.713 0.807 1.400
H -5.153 -0.875 1.247
H -3.783 -0.206 -0.785
H -4.456 1.401 -0.679
H -3.470 0.851 2.723
H -0.877 1.105 2.688
H -0.060 -1.535 3.636
H 1.223 -1.371 1.835
H 1.529 1.225 3.631
H 2.392 -0.561 -1.130
H 0.536 0.082 -2.228
H 0.090 3.670 0.197
H 2.283 2.885 -1.889
C 2.364 -5.304 0.512
Cl 3.142 -6.331 1.710
Cl 2.202 -3.656 1.160
Cl 3.341 -5.248 -0.955
Cl 0.759 -5.930 0.134
C 5.476 4.084 -2.335
Cl 5.175 4.503 -0.655
Cl 6.288 2.524 -2.430
Cl 3.912 3.973 -3.201
Cl 6.444 5.327 -3.108
C -7.685 0.297 -3.025
Cl -6.839 1.801 -2.616
Cl -8.608 -0.253 -1.625
Cl -8.769 0.584 -4.377
Cl -6.497 -0.937 -3.468
C 6.273 9.436 -4.168
Cl 5.327 9.054 -2.723
Cl 5.209 9.476 -5.574
Cl 7.053 11.001 -3.966
Cl 7.506 8.188 -4.401
C 4.201 -8.965 4.789
Cl 4.571 -7.671 5.931
Cl 4.930 -10.471 5.340
Cl 2.450 -9.161 4.665
Cl 4.851 -8.543 3.198
C -4.530 -4.046 0.051
Cl -4.470 -5.561 -0.836
Cl -5.598 -4.205 1.445
Cl -2.898 -3.616 0.601
Cl -5.130 -2.757 -1.001


8
Properties=species:S:1:pos:R:3 method="wB97M-V/def2-TZVPD" multiplicity=3 homo_ev="-6.4 / -8.2" de_lowest_ev=1.681 total_energy_ev=-39973.720
C -0.948 0.551 -0.681
C 0.265 -0.185 -0.112
S -0.991 1.060 -2.180
S 1.011 0.456 1.476
I -2.604 0.791 0.691
I -0.044 -2.332 0.181
H 1.028 -0.191 -0.898
H 2.283 -0.149 1.524